C2H5NS | the ωB97M-V functional and the def2-TZVPD basis

CARTESIAN COORDINATES (ANGSTROEM)
C (-0.67, -0.23, 0.54)
C (1.30, 0.41, -0.09)
N (-1.41, -0.80, -0.45)
S (-2.16, 0.60, 0.17)
H (-0.58, -0.75, 1.39)
H (1.43, 0.41, -1.13)
H (1.81, -0.29, 0.62)
H (1.25, 1.34, 0.31)
H (-0.97, -0.68, -1.36)

Summary:
total energy = -531.992456 Ha
total charge = 0
relative energy (zero: lowest compared OMol25 entry of this formula, charge and spin) = 394.12 kJ/mol
LUMO energy = 0.81 eV
HOMO-LUMO gap = 0.3429 Ha
largest force on an atom = 0.114 hartree/bohr
HOMO energy = -8.518 eV
spin multiplicity = 1

natural (NBO) population analysis, charges in e, atoms 1 to 6: atom 1 (C): -0.110, atom 2 (C): -0.569, atom 3 (N): -0.713, atom 4 (S): 0.254, atom 5 (H): 0.176, atom 6 (H): 0.197



C10H79ClFN2O33P2S | the ωB97M-V functional and the def2-TZVPD basis

CARTESIAN COORDINATES (ANGSTROEM)
C (-3.23, -1.96, 1.11)
C (-1.73, -2.07, 0.90)
F (-1.49, -3.31, 0.33)
C (-1.20, -1.01, -0.06)
C (0.30, -0.63, 0.06)
P (1.13, -0.47, -1.65)
O (1.42, -1.99, -1.99)
Cl (-0.36, 0.03, -2.98)
C (1.03, -1.79, 0.68)
O (2.43, -1.52, 0.61)
C (2.72, -0.52, 1.55)
C (2.08, 0.80, 1.20)
C (2.90, 1.58, 0.16)
C (3.32, 2.98, 0.67)
C (2.90, 4.10, -0.20)
O (2.42, 5.13, 0.22)
O (3.09, 3.87, -1.52)
N (0.58, 0.64, 0.86)
S (-0.33, 0.65, 2.43)
P (-0.10, 2.17, 0.06)
N (-1.57, 2.39, 0.41)
H (-3.72, -2.18, 0.18)
H (-3.50, -0.95, 1.37)
H (-3.57, -2.64, 1.86)
H (-1.28, -2.03, 1.87)
H (-1.37, -1.43, -1.03)
H (-1.86, -0.16, 0.01)
H (2.23, -2.01, -2.53)
H (0.77, -1.93, 1.71)
H (0.82, -2.69, 0.13)
H (2.47, -0.83, 2.56)
H (3.79, -0.42, 1.55)
H (2.11, 1.37, 2.11)
H (3.81, 1.04, 0.00)
H (2.46, 1.66, -0.81)
H (2.92, 3.19, 1.65)
H (4.39, 3.03, 0.70)
H (3.52, 4.66, -1.90)
H (0.16, -0.45, 3.02)
H (0.74, 3.12, 0.65)
H (0.25, 2.08, -1.29)
H (-2.15, 2.41, -0.42)
O (4.73, 5.94, -2.35)
H (4.53, 6.83, -2.03)
H (5.63, 5.99, -2.71)
O (-3.10, -0.53, 3.88)
H (-2.61, 0.13, 3.39)
H (-3.22, -0.12, 4.75)
O (-1.59, 1.08, 5.64)
H (-0.84, 1.61, 5.35)
H (-1.20, 0.48, 6.29)
O (5.22, 3.11, -3.64)
H (4.71, 3.31, -2.84)
H (4.82, 3.67, -4.32)
O (-1.11, -2.61, 4.27)
H (-1.57, -3.27, 4.79)
H (-1.77, -1.90, 4.14)
O (-5.89, -3.36, -0.75)
H (-6.49, -3.95, -1.22)
H (-5.12, -3.91, -0.54)
O (4.62, 5.52, -5.91)
H (4.21, 5.30, -6.75)
H (4.04, 6.21, -5.55)
O (3.24, 0.96, -4.33)
H (3.13, 1.87, -4.02)
H (4.16, 0.93, -4.61)
O (5.70, -1.26, 0.59)
H (5.10, -1.87, 0.14)
H (6.42, -1.83, 0.89)
O (-7.21, -2.97, -3.19)
H (-6.62, -2.45, -2.62)
H (-8.06, -2.53, -3.11)
O (-8.42, -3.28, -5.94)
H (-7.82, -3.18, -5.19)
H (-8.36, -4.21, -6.17)
O (3.32, -4.52, 1.12)
H (2.68, -5.06, 1.59)
H (2.84, -3.72, 0.86)
O (1.53, -5.12, -3.29)
H (1.47, -4.20, -3.01)
H (2.44, -5.22, -3.59)
O (-10.01, -1.48, -3.55)
H (-10.13, -0.60, -3.92)
H (-10.73, -2.00, -3.93)
O (7.20, 6.70, -4.08)
H (7.09, 7.51, -4.60)
H (6.55, 6.10, -4.47)
O (7.87, -2.17, 2.86)
H (8.59, -1.91, 3.43)
H (7.24, -1.44, 2.93)
O (-6.53, -0.01, -3.45)
H (-6.66, 0.87, -3.83)
H (-7.26, -0.54, -3.80)
O (3.02, -2.86, -4.80)
H (3.03, -2.05, -5.32)
H (2.25, -3.35, -5.13)
O (-9.22, -5.99, -5.08)
H (-10.12, -5.68, -4.95)
H (-9.25, -6.93, -4.89)
O (1.19, 1.31, 6.20)
H (1.93, 1.85, 5.90)
H (1.59, 0.72, 6.85)
O (-2.99, -5.66, -1.76)
H (-2.19, -5.20, -2.03)
H (-2.70, -6.31, -1.12)
O (2.31, 2.55, 8.47)
H (2.69, 3.23, 9.03)
H (1.43, 2.89, 8.28)
O (-2.75, 3.35, 7.29)
H (-2.84, 2.98, 8.17)
H (-2.07, 2.82, 6.85)
O (-4.02, -5.08, 1.05)
H (-3.21, -4.62, 0.80)
H (-3.73, -5.73, 1.70)
O (5.38, -4.49, -4.09)
H (5.85, -3.84, -3.57)
H (4.62, -4.02, -4.45)
O (1.28, 5.12, 9.51)
H (1.66, 5.80, 10.07)
H (0.39, 5.44, 9.31)
O (-2.97, 2.48, 10.30)
H (-3.86, 2.80, 10.48)
H (-2.98, 1.56, 10.59)
O (3.06, 8.02, -6.40)
H (3.42, 8.67, -5.78)
H (2.29, 8.45, -6.77)
O (-2.73, -2.01, -4.35)
H (-2.21, -1.36, -3.88)
H (-3.62, -1.63, -4.37)

Summary:
total energy = -4661.535607 Ha
total charge = +1
LUMO energy = -3.23 eV
HOMO-LUMO gap = 0.3068 Ha
largest force on an atom = 0.043 hartree/bohr
HOMO energy = -11.578 eV
spin multiplicity = 1

Mulliken population analysis, charges in e, atoms 1 to 6: atom 1 (C): -2.126, atom 2 (C): 1.392, atom 3 (F): -0.442, atom 4 (C): -1.909, atom 5 (C): 1.650, atom 6 (P): -0.029